(1)
Molecular formula: C12H12BN8NdS3Sb
Method: DFT, wB97M-V/def2-TZVPD

Properties
- multiplicity = 4
- total charge = +1
- LUMO level (spin up / spin down) (eV) = -4.2 / -4.2
- expectation value of S² = 3.754
- ΔE to the lowest compared entry with this formula, charge and spin (kcal/mol) = 0.00
- Kohn-Sham gap (spin up / spin down) (eV) = 7.747 / 7.761
- HOMO energy (spin up / spin down) (Ha) = -0.440 / -0.440

Element x y z (Å)
Nd: 0.769523 -0.643398 -2.634969
C: 2.522387 2.615110 0.116831
C: 2.604374 1.816578 -1.014935
N: 1.641496 0.889536 -1.004003
N: 0.932231 1.066659 0.142491
C: 1.445030 2.108268 0.817917
B: -0.328222 0.206544 0.541409
N: 0.004061 -1.334788 0.456899
C: -0.249730 -2.268068 1.389842
C: 0.142231 -3.503991 0.913155
C: 0.631274 -3.243637 -0.359337
N: 0.539546 -1.940883 -0.637316
N: -1.488017 0.517814 -0.458071
C: -2.733842 0.985902 -0.283814
C: -3.367364 1.042891 -1.512647
C: -2.425502 0.579310 -2.415185
N: -1.287759 0.260594 -1.786102
N: -0.628586 0.521153 1.989836
C: 0.230914 0.327303 3.028611
C: -0.381149 0.760511 4.172464
C: -1.641618 1.215498 3.735524
N: -1.786659 1.073500 2.433357
H: 3.150203 3.443311 0.392311
H: 3.303645 1.863655 -1.835203
H: 1.013464 2.426843 1.751440
H: -0.696252 -1.997503 2.331072
H: 0.078590 -4.450272 1.419458
H: 1.038341 -3.927589 -1.087940
H: -3.071787 1.243233 0.704022
H: -4.370632 1.373400 -1.712553
H: -2.508752 0.455828 -3.484655
H: 1.210316 -0.097371 2.873979
H: 0.017374 0.753672 5.171595
H: -2.443334 1.641547 4.317170
S: 3.043861 -0.085948 -4.295254
Sb: 2.050392 -1.928518 -5.717918
S: 3.188185 -2.010266 -3.458830
S: -0.148235 -1.756427 -5.000654

Cartesian forces (eV/Å) of the 2 atoms listed first:
0.019 -0.143 -0.547
-0.019 0.009 0.009

(2)
Molecular formula: CH4NP
Method: DFT, wB97M-V/def2-TZVPD

Properties
- LUMO level (eV) = 0.8
- ΔE to the lowest compared entry with this formula, charge and spin (kcal/mol) = 14.82
- Kohn-Sham gap (eV) = 10.834
- HOMO energy (Ha) = -0.367

Element x y z (Å)
H: 2.189868 0.107246 0.468888
N: 1.294172 -0.387105 0.283427
C: 0.256326 0.428488 0.167244
P: -1.456493 -0.087065 0.111241
H: 0.311349 1.601499 0.232726
H: -1.123545 -1.509900 -0.037232
H: -1.471677 -0.153161 -1.226297

Cartesian forces (eV/Å) of the 2 atoms listed first:
-0.816 -0.023 -0.394
-2.397 2.274 0.048

(3)
Molecular formula: C5H6O2
Method: DFT, wB97M-V/def2-TZVPD

Properties
- LUMO level (eV) = 1.0
- ΔE to the lowest compared entry with this formula, charge and spin (kcal/mol) = 79.10
- Kohn-Sham gap (eV) = 10.315
- HOMO energy (Ha) = -0.343

Element x y z (Å)
O: 0.600406 1.590978 -0.968809
C: 0.135899 0.505825 -0.222487
C: 1.374351 -0.384308 0.014029
O: 1.432117 -0.673963 -1.409672
C: 0.380186 0.187784 -1.620516
C: -1.411901 -0.431635 1.420568
C: -1.094582 0.544287 0.577180
H: 1.239030 -1.285824 0.611634
H: 2.278695 0.162053 0.280559
H: -0.065009 0.115941 -2.615088
H: -0.738963 -1.265769 1.606026
H: -2.362953 -0.442423 1.938049
H: -1.767270 1.377060 0.388532

Cartesian forces (eV/Å) of the 2 atoms listed first:
0.156 -0.976 -1.538
-0.272 -0.682 0.420

(4)
Molecular formula: C27H46O24
Method: DFT, wB97M-V/def2-TZVPD

Properties
- LUMO level (eV) = 0.0
- Kohn-Sham gap (eV) = 10.569
- HOMO energy (Ha) = -0.390

Element x y z (Å)
C: -3.394800 -4.274067 -3.400373
C: -1.835170 -4.442167 -3.687263
C: -1.492030 -5.801607 -4.186373
O: -0.631920 -5.537897 -5.285873
C: -0.750120 -4.338697 -5.660633
O: -0.265890 -3.850067 -6.681423
O: -1.603690 -3.686307 -4.871053
H: -3.992860 -4.832217 -4.120713
H: -3.814170 -3.268257 -3.424743
H: -3.691500 -4.692527 -2.438623
H: -1.207080 -4.180367 -2.835753
H: -2.284380 -6.464197 -4.534603
H: -0.925780 -6.436287 -3.504723
C: 0.321440 2.343153 -1.239423
C: -0.199290 0.860813 -1.362573
C: 0.406120 -0.069067 -0.341033
O: -0.672980 -0.695367 0.286377
C: -1.818760 -0.259297 -0.179893
O: -2.963780 -0.658417 0.088837
O: -1.583480 0.777993 -0.976643
H: -0.233320 2.962973 -1.943803
H: 1.383160 2.281793 -1.478363
H: 0.180960 2.602463 -0.190073
H: -0.060660 0.454983 -2.364663
H: 0.973830 0.534713 0.366947
H: 1.004290 -0.810027 -0.871393
C: -2.563250 -2.762857 5.173687
C: -2.814650 -1.903527 6.359217
C: -2.971150 -0.383697 6.219107
O: -4.366320 -0.325037 6.116817
C: -4.979260 -1.444727 6.629167
O: -6.178530 -1.642837 6.781917
O: -4.053290 -2.294657 6.937327
H: -2.356060 -3.771097 5.532327
H: -1.735760 -2.414497 4.555617
H: -3.404880 -2.592637 4.502277
H: -1.998440 -2.118447 7.048927
H: -2.477360 -0.085997 5.294097
H: -2.596910 0.125753 7.107087
C: -2.746610 12.152703 -5.411793
O: -1.593800 11.273853 -5.697693
C: -1.819230 9.992233 -5.946413
O: -2.910200 9.464323 -6.236443
O: -0.623090 9.460273 -5.767333
C: -0.484520 8.031193 -6.034453
H: -3.029600 12.789413 -6.250023
H: -2.330320 12.853323 -4.687963
H: -3.592360 11.711923 -4.884053
H: 0.483250 8.089513 -6.532563
H: -1.169380 7.682773 -6.807543
H: -0.570800 7.307173 -5.224233
C: 7.139700 -0.732107 7.089797
O: 8.086640 -0.864697 6.096897
C: 7.827290 -0.956887 4.708637
O: 8.711380 -0.840857 3.867497
O: 6.491680 -1.367207 4.529167
C: 5.928680 -1.520677 3.272877
H: 6.564570 -1.611127 7.380737
H: 6.495640 0.126893 6.901647
H: 7.731360 -0.410267 7.946797
H: 6.401920 -2.289147 2.661657
H: 5.942230 -0.521397 2.837727
H: 4.903170 -1.887777 3.232127
C: 0.639620 -6.018817 1.207727
O: -0.465730 -6.298597 2.048037
C: -1.554080 -6.822747 1.460847
O: -1.733700 -7.059957 0.260227
O: -2.534800 -6.910307 2.448617
C: -3.778450 -7.474917 2.109337
H: 0.634450 -6.559437 0.261267
H: 1.595910 -6.138947 1.716817
H: 0.579370 -4.950227 1.001337
H: -4.184180 -7.776087 3.075147
H: -3.644360 -8.397997 1.545377
H: -4.454240 -6.837657 1.538977
C: 3.158080 4.255093 4.357477
O: 2.895510 2.851813 4.502997
C: 2.133110 2.422093 5.531157
O: 1.806840 1.210063 5.703077
O: 1.832880 3.456523 6.326027
C: 1.256950 3.367773 7.647677
H: 3.758180 4.180513 3.450597
H: 3.776600 4.695083 5.139747
H: 2.195960 4.759283 4.266807
H: 1.943910 2.892673 8.348017
H: 0.331800 2.795483 7.579227
H: 0.980390 4.375593 7.957397
O: 0.608130 1.901663 -7.056473
C: 0.439550 1.283623 -8.092863
O: -0.721530 0.889873 -8.678223
C: -0.579320 0.168723 -9.872783
C: 0.960230 0.189733 -9.997673
O: 1.427790 0.810313 -8.865233
H: -1.037100 -0.813477 -9.755163
H: -1.042650 0.753533 -10.667403
H: 1.318510 0.805093 -10.822943
H: 1.266490 -0.846637 -10.139943

Cartesian forces (eV/Å) of the 2 atoms listed first:
0.602 -0.595 0.374
-3.424 0.340 0.026

Number 1: energy -79556.572 eV. Number 2: energy -11878.868 eV. Number 3: energy -9373.666 eV. Number 4: energy -77881.361 eV.